{"formula": "C21H32KNO8S", "method": "ωB97M-V/def2-TZVPD", "homo_ev": -0.246, "total_charge": -2, "gap_ev": 3.4, "symbols": ["K", "C", "C", "C", "C", "C", "C", "N", "O", "C", "C", "C", "H", "H", "H", "H", "H", "H", "H", "H", "H", "H", "H", "H", "H", "H", "H", "H", "H", "H", "C", "C", "C", "O", "C", "C", "C", "O", "O", "O", "H", "H", "C", "S", "O", "C", "H", "H", "H", "H", "H", "H", "O", "C", "O", "C", "C", "C", "H", "H", "H", "H", "H", "H"], "xyz": [[1.020475, -0.347352, -1.540975], [-2.210729, 3.041383, 0.553676], [-2.510474, 1.569913, 0.258160], [-3.901003, 1.274237, 0.856038], [-4.603183, 0.039159, 0.309458], [-4.590264, 0.125320, -1.208303], [-3.185638, 0.282083, -1.798556], [-2.502621, 1.393066, -1.179108], [-1.256652, 1.613482, -1.754867], [-3.317002, 0.578628, -3.278737], [-2.473553, -1.086514, -1.636680], [-1.471044, 0.713325, 1.002011], [-1.149406, 3.265216, 0.439940], [-2.564234, 3.337682, 1.546403], [-2.716864, 3.641948, -0.208285], [-4.563136, 2.109575, 0.589516], [-3.775660, 1.264285, 1.943586], [-5.622611, -0.007928, 0.715272], [-4.169292, -0.907360, 0.668235], [-5.157451, 1.041665, -1.438428], [-5.137505, -0.702337, -1.670008], [-3.995273, -0.138418, -3.762220], [-2.347204, 0.506003, -3.768652], [-3.698395, 1.588714, -3.440468], [-2.384576, -1.285929, -0.568999], [-1.453665, -1.077937, -2.014110], [-3.080226, -1.887162, -2.068747], [-0.513660, 0.692680, 0.483760], [-1.839335, -0.309847, 1.136326], [-1.257987, 1.065935, 2.021817], [5.594171, -0.650888, -3.087702], [6.557547, 0.331972, -3.430497], [6.058035, 1.769943, -3.631052], [6.889344, 2.665295, -3.821553], [4.663217, 2.009452, -3.540238], [3.706014, 1.040366, -3.272059], [4.219920, -0.417314, -3.006367], [3.392810, -1.325573, -2.725912], [2.479373, 1.251815, -3.126134], [7.755089, 0.089059, -3.586905], [5.950145, -1.648414, -2.847130], [4.307221, 3.030541, -3.632535], [-0.967802, -4.566874, 0.888755], [0.223226, -3.253134, 1.157547], [0.042825, -2.269483, 0.086209], [-0.586806, -2.614855, 2.629077], [-0.716701, -5.043582, -0.054947], [-1.993365, -4.205219, 0.926284], [-0.791851, -5.302046, 1.680926], [-1.601480, -2.308371, 2.388396], [0.021070, -1.818493, 3.050936], [-0.556802, -3.435232, 3.354719], [2.057352, -0.351078, 1.099434], [2.309751, 0.123942, 2.163225], [1.584767, 1.138673, 2.702826], [2.038949, 1.449573, 4.017082], [2.877974, 0.255887, 4.480814], [3.377151, -0.308559, 3.150919], [1.157736, 1.677408, 4.616384], [2.635121, 2.368770, 4.001905], [2.269740, -0.450570, 5.048813], [3.682187, 0.593052, 5.133003], [3.470128, -1.389196, 3.105866], [4.322108, 0.169619, 2.892856]], "atomic_forces_ev_per_a": [[0.31, 0.56, -0.49], [0.14, 0.34, -0.54], [0.12, -0.35, 0.44], [-0.10, 0.24, -0.32], [0.20, -0.58, 0.45], [-0.61, 0.66, 0.25], [0.00, -0.85, 0.26], [-0.70, 0.71, -0.36], [0.50, -0.39, 0.33], [0.00, -0.05, -0.60], [-0.12, 0.27, 0.67], [0.07, -0.46, 0.52], [0.01, -0.12, 0.11], [0.10, -0.07, 0.08], [-0.11, -0.01, 0.13], [0.14, 0.11, 0.17], [-0.21, -0.07, 0.02], [-0.08, 0.18, -0.23], [0.31, 0.21, -0.13], [0.10, -0.10, -0.23], [0.18, -0.10, -0.03], [-0.01, 0.00, 0.10], [0.03, 0.12, 0.08], [0.00, 0.01, 0.09], [0.03, -0.23, -0.03], [-0.24, 0.01, -0.33], [0.21, -0.06, -0.24], [-0.18, 0.04, -0.16], [0.14, -0.02, -0.19], [-0.15, 0.26, -0.11], [0.05, 0.11, 0.17], [-0.45, -0.55, -0.06], [-0.44, 0.50, 0.11], [0.30, 0.19, -0.10], [0.06, 0.25, -0.20], [-0.05, -0.70, 0.60], [0.13, -0.14, -0.15], [-0.45, 0.35, 0.17], [-0.06, -0.12, -0.03], [0.67, -0.05, 0.02], [0.02, -0.04, -0.14], [0.10, 0.06, -0.08], [0.22, -0.47, 0.36], [0.26, -0.09, 0.27], [-0.19, 0.20, -0.47], [0.35, -0.49, 0.38], [-0.14, 0.14, -0.15], [0.01, 0.08, -0.20], [-0.14, 0.03, -0.02], [0.01, 0.16, 0.08], [-0.14, 0.29, -0.26], [-0.26, 0.04, -0.03], [0.11, 0.14, 0.11], [-0.09, -0.05, 0.02], [0.03, -0.03, -0.11], [0.02, 0.40, 0.14], [-0.09, 0.15, 0.16], [-0.20, 0.12, 0.29], [0.00, -0.26, 0.07], [0.04, -0.10, -0.25], [-0.02, -0.09, -0.16], [0.04, -0.09, 0.01], [0.20, 0.00, 0.01], [0.03, -0.17, -0.27]]}